# C4H8FNO2

3 unconnected molecules or ions with the total composition C4H8FNO2 (wB97M-V/def2-TZVPD, the Open Molecules 2025 dataset).

CARTESIAN COORDINATES (ANGSTROEM)
C (1.156, -0.972, 2.300)
C (-0.741, -1.854, -1.120)
C (0.825, 2.318, 0.271)
C (-1.487, -0.553, -0.771)
N (-1.080, 0.630, -1.099)
O (1.362, -2.068, 2.045)
O (0.989, 0.117, 2.590)
F (1.852, 1.459, 0.219)
H (-0.345, -2.254, -0.218)
H (-1.443, -2.633, -1.444)
H (-0.064, -1.554, -1.861)
H (0.944, 3.020, -0.533)
H (0.748, 2.681, 1.296)
H (-2.397, -0.706, -0.108)
H (-0.265, 0.590, -1.652)
H (-0.054, 1.779, 0.084)

Calculated values
Structure (SMILES) = [H]/N=C\C.O=C=O.CF
ΔE to the lowest compared entry with this formula, charge and spin = 0.8296 eV
Orbital gap = 10.7 eV
HOMO level = -0.370 Ha
Total energy = -462.29122 Eh